No. 1
{"formula": "C2H6N4O", "method": "ωB97M-V with the def2-TZVPD basis set", "symbols": ["O", "N", "N", "N", "N", "C", "C", "H", "H", "H", "H", "H", "H"], "positions_angstrom": [[-0.237, 1.220, 2.194], [0.719, -1.140, -1.825], [-0.171, 1.053, 0.809], [0.489, -1.157, 1.144], [-0.962, 0.511, -1.489], [-0.041, -0.254, -1.091], [0.177, -0.199, 0.379], [0.699, -1.978, 0.593], [1.782, -1.102, -1.720], [-0.358, 0.287, 2.520], [0.379, -1.105, -2.835], [-1.007, 0.549, -2.519], [-0.939, 1.444, 0.206]], "nbo_charge": [-0.54, -0.83, -0.32, -0.72, -0.69, 0.39, 0.33, 0.36, 0.41, 0.48, 0.39, 0.34, 0.42], "homo_lumo_gap_ev": 9.507, "smiles": "[H]/N=C(N)/C(=N\\[H])NO", "energy_ha": -374.005630}

---

No. 2
{"formula": "C2H6N4O", "method": "ωB97M-V with the def2-TZVPD basis set", "symbols": ["O", "N", "N", "N", "N", "C", "C", "H", "H", "H", "H", "H", "H"], "positions_angstrom": [[-1.388, -1.733, 0.108], [-1.345, 1.653, 0.167], [2.893, 0.107, 0.183], [1.436, 0.511, -0.225], [-1.657, 0.401, -0.094], [-0.866, -0.660, -0.091], [0.668, -0.474, -0.093], [-0.909, 2.419, -0.577], [1.052, -1.492, -0.033], [2.888, -1.156, 0.556], [3.614, 0.338, -0.555], [-1.064, 1.831, 1.117], [-2.572, 0.016, -0.487]], "nbo_charge": [-0.59, -0.67, -0.68, -0.19, -0.43, 0.61, -0.04, 0.37, 0.17, 0.33, 0.37, 0.37, 0.38], "homo_lumo_gap_ev": 9.783, "energy_ha": -373.903165}

---

No. 3
{"formula": "C2H6N4O2", "method": "ωB97M-V with the def2-TZVPD basis set", "symbols": ["O", "O", "N", "N", "N", "N", "C", "C", "H", "H", "H", "H", "H", "H"], "positions_angstrom": [[0.203, 0.498, -0.467], [1.585, 3.183, 1.251], [-0.471, -1.682, -0.323], [0.029, 1.796, 0.248], [-0.886, -1.852, -1.679], [-0.180, -0.341, 1.667], [-0.255, -0.513, 0.387], [1.338, 2.388, 0.309], [1.954, 1.938, -0.540], [-0.171, -1.698, -2.429], [-0.293, 1.431, 1.219], [-1.741, -1.370, -2.022], [-0.756, -1.173, 2.233], [-0.357, -2.605, 0.145]], "nbo_charge": [-0.40, -0.55, -0.48, -0.36, -0.67, -0.79, 0.67, 0.51, 0.14, 0.36, 0.42, 0.37, 0.37, 0.40], "homo_lumo_gap_ev": 10.410, "smiles": "[H]/N=C(\\NN)ONC=O", "energy_ha": -449.182127}

---

No. 4
{"formula": "C2H6N4O2S", "method": "ωB97M-V with the def2-TZVPD basis set", "symbols": ["S", "O", "O", "N", "N", "N", "N", "C", "C", "H", "H", "H", "H", "H", "H"], "positions_angstrom": [[-1.627, -0.090, 0.190], [-2.105, -1.330, -0.384], [-1.739, 0.126, 1.627], [-2.274, 1.220, -0.699], [0.659, 1.315, -0.070], [1.800, 1.182, 0.278], [0.011, 0.069, -0.379], [2.207, -0.197, 0.445], [0.891, -0.952, 0.065], [-1.973, 0.911, -1.579], [2.690, -0.176, 1.388], [1.234, -1.529, -0.737], [0.590, -1.498, 0.886], [-3.251, 1.277, -0.683], [2.887, -0.329, -0.348]], "nbo_charge": [2.33, -0.92, -0.89, -0.99, 0.04, -0.11, -0.54, -0.29, -0.28, 0.38, 0.23, 0.21, 0.22, 0.40, 0.21], "homo_lumo_gap_ev": 10.941, "smiles": "NS(=O)(=O)N1CCN=N1", "energy_ha": -847.397792}

---

No. 5
{"formula": "C2H6N4OS", "method": "ωB97M-V with the def2-TZVPD basis set", "symbols": ["S", "O", "N", "N", "N", "N", "C", "C", "H", "H", "H", "H", "H", "H"], "positions_angstrom": [[0.985, -1.679, 0.724], [2.570, 1.484, -0.692], [0.296, 1.172, -0.578], [-2.877, 0.141, 0.512], [-0.469, -0.945, 0.277], [-1.923, 0.754, -0.291], [1.579, 0.844, -0.976], [-0.601, 0.338, -0.206], [-1.332, -1.347, 0.640], [1.639, 0.002, -1.685], [1.189, -1.074, 1.902], [-3.713, -0.003, -0.036], [-2.009, 1.745, -0.516], [-3.144, 0.732, 1.305]], "nbo_charge": [0.23, -0.57, -0.62, -0.66, -0.79, -0.46, 0.52, 0.61, 0.43, 0.10, 0.10, 0.36, 0.39, 0.35], "homo_lumo_gap_ev": 9.675, "smiles": "NN/C(=N/C=O)NS", "energy_ha": -772.220250}

---

No. 6
{"formula": "C2H6N4OS", "method": "ωB97M-V with the def2-TZVPD basis set", "symbols": ["S", "O", "N", "N", "N", "N", "C", "C", "H", "H", "H", "H", "H", "H"], "positions_angstrom": [[-2.335, 0.426, -0.258], [0.477, 1.401, 1.704], [0.571, -0.356, 0.350], [-0.887, 1.364, -0.341], [-0.167, -0.750, -1.965], [1.411, -0.916, 1.296], [0.028, 0.792, 0.680], [0.506, -1.044, -0.912], [-2.442, 0.164, -1.518], [-0.521, 0.160, -1.922], [1.237, -1.995, -0.832], [-1.099, 2.226, 0.093], [2.221, -0.310, 1.505], [1.000, -1.162, 2.119]], "nbo_charge": [0.18, -0.63, -0.33, -0.77, -0.65, -0.63, 0.76, 0.28, 0.11, 0.35, 0.21, 0.40, 0.37, 0.36], "homo_lumo_gap_ev": 10.473, "smiles": "[H]/N=C\\N(N)C(=O)NS", "energy_ha": -772.182993}

---

No. 7
{"formula": "C2H6N4S", "method": "ωB97M-V with the def2-TZVPD basis set", "symbols": ["S", "N", "N", "N", "N", "C", "C", "H", "H", "H", "H", "H", "H"], "positions_angstrom": [[-3.211, -1.004, 1.935], [-1.645, -0.697, -0.134], [0.439, -1.085, 0.780], [-1.832, -0.849, 1.147], [-0.669, -1.125, 1.860], [-0.065, 0.969, -0.698], [-0.247, -0.561, -0.422], [0.904, 1.452, -0.842], [-0.633, 1.096, -1.589], [0.136, -1.074, -1.354], [-0.628, 1.723, 0.001], [-0.516, -0.372, 2.603], [0.661, -2.019, 0.740]], "nbo_charge": [0.02, -0.21, -0.46, -0.08, -0.30, -0.64, 0.04, 0.23, 0.22, 0.22, 0.22, 0.39, 0.36], "homo_lumo_gap_ev": [8.357, 8.359], "smiles": "C[C@@H]1N=[N+]([S-])NN1", "energy_ha": -696.867767}

---

No. 8
{"formula": "C2H6N4S", "method": "ωB97M-V with the def2-TZVPD basis set", "symbols": ["S", "N", "N", "N", "N", "C", "C", "H", "H", "H", "H", "H", "H"], "positions_angstrom": [[-0.325, 1.042, 0.638], [1.099, 0.247, -1.514], [0.487, 1.276, -1.867], [-0.205, 2.074, -1.414], [0.676, 0.065, -0.141], [1.507, -1.022, 0.523], [-1.884, 0.117, 0.448], [1.120, -1.173, 1.515], [2.512, -0.446, 0.516], [-1.607, -0.943, -0.014], [-2.379, -0.045, 1.422], [-2.623, 0.791, -0.067], [1.622, -1.983, -0.046]], "nbo_charge": [0.67, -0.22, 0.11, -0.12, -0.57, -0.41, -0.82, 0.21, 0.21, 0.25, 0.22, 0.24, 0.22], "homo_lumo_gap_ev": 8.286, "energy_ha": -696.838429}